Record 1
Here is C38H55N5O3OsS2 as an isolated structure from the OMol25 dataset. Energies are from ωB97M-V/def2-TZVPD.

The geometry in ORCA input format:
```
! wB97M-V def2-TZVPD RIJCOSX def2/J DEFGRID3
* xyz 2 5
Os 0.81507 0.45439 0.51146
C 3.37605 0.33984 -0.02596
C 3.56437 1.86325 0.04955
C 5.03316 2.14743 0.34900
C 3.02029 2.54027 -1.18991
C 3.85686 2.97142 -2.20515
C 3.33069 3.57515 -3.33734
C 1.96374 3.70989 -3.47452
C 1.07974 3.26756 -2.49217
C -0.40877 3.35437 -2.76644
C -0.87814 4.80523 -2.89190
C -0.74697 2.56480 -4.03384
C 1.63206 2.72315 -1.32729
N 0.79036 2.29219 -0.24795
C -0.13062 3.16203 0.31744
O -0.17027 4.35862 0.19233
C -1.12903 2.42318 1.18231
C -2.19876 2.97914 1.84398
C -3.00219 2.14051 2.61635
C -2.72955 0.77958 2.70973
C -1.65028 0.28570 2.01185
N -0.89518 1.11221 1.28661
C -1.18197 -1.14587 1.97258
O -1.79521 -2.06506 2.44767
N 0.03801 -1.23984 1.31053
C 0.75347 -2.41301 1.16294
C 0.98670 -2.91847 -0.16782
C 1.67265 -4.10778 -0.28262
C 2.14099 -4.77952 0.84296
C 1.93352 -4.27323 2.12721
C 1.25622 -3.09330 2.32419
C 1.08403 -2.54817 3.72223
C 2.44523 -2.38761 4.40629
C 0.16803 -3.45476 4.55167
C 0.40761 -2.28288 -1.41152
C -0.78409 -3.11304 -1.90100
C 1.44806 -2.10198 -2.51934
H 3.52233 -0.16894 0.92803
H 4.06106 -0.10010 -0.75502
H 2.40763 0.00342 -0.52357
H 2.98539 2.24324 0.89027
H 5.69325 1.71517 -0.40504
H 5.31365 1.71796 1.31300
H 5.21713 3.22065 0.38923
H 4.92846 2.85577 -2.11377
H 3.99166 3.92921 -4.11735
H 1.56572 4.16270 -4.37440
H -0.95375 2.88050 -1.94596
H -0.39888 5.29328 -3.74300
H -0.64670 5.37937 -1.99648
H -1.95651 4.83821 -3.05873
H -0.24284 2.98146 -4.90696
H -1.82016 2.60913 -4.22432
H -0.44813 1.51771 -3.94359
H -2.38419 4.04020 1.74795
H -3.84814 2.55435 3.14960
H -3.33625 0.10273 3.29609
H 1.83518 -4.53957 -1.26199
H 2.67853 -5.71152 0.72050
H 2.31787 -4.82026 2.97875
H 0.63570 -1.55636 3.65389
H 2.91694 -3.35441 4.58862
H 2.31742 -1.90663 5.37681
H 3.13368 -1.79075 3.80265
H 0.61313 -4.44469 4.67257
H -0.80851 -3.57168 4.08510
H 0.03074 -3.03183 5.54811
H -0.00197 -1.29862 -1.16440
H -0.45403 -4.10775 -2.21070
H -1.25260 -2.62409 -2.75796
H -1.53454 -3.22525 -1.11516
H 1.78301 -3.06020 -2.91956
H 2.33400 -1.56710 -2.17177
H 1.01177 -1.53778 -3.34515
C 2.79458 1.25775 4.94065
S 2.46343 2.00475 3.36090
C 1.41906 3.34897 3.88796
O 1.51541 1.01769 2.66492
H 1.85821 1.08817 5.47148
H 3.45126 1.92524 5.50074
H 3.30513 0.31830 4.74752
H 2.04593 4.10219 4.36748
H 0.65376 2.98091 4.57059
H 0.97239 3.77625 2.99019
C -4.76104 -3.43439 -1.91046
N -4.41387 -2.20845 -1.18841
C -4.49065 -2.31960 0.26514
C -3.79034 -1.17406 -1.77559
S -2.74351 -0.15893 -0.87512
N -4.03276 -0.95755 -3.07866
C -3.19695 -0.06113 -3.86415
C -5.32772 -1.26112 -3.69552
H -4.39192 -4.28167 -1.33164
H -4.27453 -3.45199 -2.88143
H -5.83739 -3.54937 -2.03895
H -5.33069 -2.96784 0.50729
H -4.65964 -1.34109 0.70849
H -3.57779 -2.74695 0.68571
H -2.17471 -0.08377 -3.49861
H -3.56717 0.96482 -3.80997
H -3.21975 -0.39223 -4.90219
H -6.07002 -1.47128 -2.93130
H -5.27031 -2.09818 -4.39140
H -5.65132 -0.37835 -4.24606
*
```

strongest force on any atom: 1.1 eV Å⁻¹
HOMO level (spin up / spin down): -12.713 / -12.679 eV
energy above the lowest of the compared OMol25 structures with the same formula, charge and spin: 0.0 kcal per mole
orbital gap (spin up / spin down): 6.93 / 4.14 eV
LUMO (spin up / spin down): -5.8 / -8.5 eV

Results of the Löwdin charge analysis, in e, for atoms 1 through 8: 1.593 -0.082 -0.391 -0.050 -0.140 -0.016 -0.031 -0.010

=====

Record 2
Here is a 2-piece molecular cluster, C13H6Cl4NO4 overall from the OMol25 dataset. Energies are from ωB97M-V/def2-TZVPD.

The geometry in ORCA input format:
```
! wB97M-V def2-TZVPD RIJCOSX def2/J DEFGRID3
* xyz -1 1
Cl 3.67640 -2.34335 -2.77316
C 2.25925 -1.39090 -2.79361
C 2.29425 -0.03133 -2.88738
Cl 3.75893 0.82667 -3.11308
C 1.05314 0.78610 -2.96601
O 1.06693 1.97658 -3.27469
C -0.22092 0.04339 -2.73652
Cl -1.64493 0.96992 -2.91301
C -0.25313 -1.31944 -2.67216
Cl -1.72187 -2.18771 -2.70099
C 0.98487 -2.15460 -2.70964
O 0.94335 -3.38406 -2.73017
C -2.02113 0.97836 0.76171
N -1.92011 2.28961 0.36796
O -2.83557 2.88166 -0.27979
O -0.84453 2.92812 0.63500
C -1.15694 0.49400 1.78788
C -0.01883 1.21560 2.22735
C 0.86327 0.66959 3.15721
C 0.61694 -0.59871 3.70943
C -0.56186 -1.28896 3.36663
C -1.44971 -0.74175 2.44384
H -2.89628 0.41937 0.42464
H 0.13259 2.21389 1.82680
H 1.73679 1.26226 3.42486
H 1.33929 -1.03805 4.39391
H -0.77422 -2.25908 3.81912
H -2.40596 -1.21718 2.20387
*
```

strongest force on any atom: 2.5 eV Å⁻¹
HOMO level: -3.307 eV
energy above the lowest of the compared OMol25 structures with the same formula, charge and spin: 21.1 kcal per mole
orbital gap: 3.25 eV
LUMO: -0.1 eV

Results of the natural (NBO) charge analysis, in e, for atoms 1 through 8: 0.082 -0.119 -0.099 0.087 0.463 -0.433 -0.084 0.138

=====

Record 3
Here is one molecule with the formula C2H3IOS from the OMol25 dataset. Energies are from ωB97M-V/def2-TZVPD.

The geometry in ORCA input format:
```
! wB97M-V def2-TZVPD RIJCOSX def2/J DEFGRID3
* xyz 0 1
C 3.04003 -0.14215 0.40819
C 0.07508 -0.44529 0.39485
O 2.88012 1.00760 0.61943
S 1.47373 -1.30212 -0.36991
I 4.85274 -1.15151 0.51857
H -0.52059 -0.94040 1.04791
H -0.65326 -0.14864 -0.33178
H 0.31386 0.36438 0.97213
*
```

strongest force on any atom: 3.7 eV Å⁻¹
HOMO level: -9.330 eV
energy above the lowest of the compared OMol25 structures with the same formula, charge and spin: 23.8 kcal per mole
structure (SMILES): CSC(=O)I
orbital gap: 8.84 eV
LUMO: -0.5 eV

Charge distribution, natural (NBO) scheme, values in e: 0.317 -0.751 -0.517 0.104 0.172 0.218 0.221 0.235

=====

Record 4
Here is C5H7NO2 as an isolated structure from the OMol25 dataset. Energies are from ωB97M-V/def2-TZVPD.

The geometry in ORCA input format:
```
! wB97M-V def2-TZVPD RIJCOSX def2/J DEFGRID3
* xyz 0 1
C -0.26972 -0.22392 0.36540
C -0.68770 -0.84057 -0.87416
C 0.68224 -0.34845 -1.45631
C 0.54214 0.77486 -0.33981
C -0.62791 0.70390 1.33235
H 0.17376 -1.39570 2.57511
H -1.44365 -0.33541 -1.32707
H -0.90518 -1.88721 -0.72172
H 1.54893 -1.07041 -1.50205
H 0.52350 0.60562 -2.37449
H -0.35721 1.31743 -1.01640
H -1.44345 0.78167 1.89834
N 0.26239 1.57059 1.68087
O 0.72335 -1.19928 1.10778
O 1.27850 1.54688 0.65215
*
```

strongest force on any atom: 5.6 eV Å⁻¹
HOMO level: -9.512 eV
energy above the lowest of the compared OMol25 structures with the same formula, charge and spin: 247.6 kcal per mole
orbital gap: 8.53 eV
LUMO: -1.0 eV

Results of the natural (NBO) charge analysis, in e, for atoms 1 through 8: 0.085 -0.430 -0.384 0.095 -0.016 0.434 0.221 0.245

=====

Record 5
Here is a 2-piece molecular cluster, C6H12OSi overall from the OMol25 dataset. Energies are from ωB97M-V/def2-TZVPD.

The geometry in ORCA input format:
```
! wB97M-V def2-TZVPD RIJCOSX def2/J DEFGRID3
* xyz 0 1
C 1.18001 1.77053 1.72720
C 1.06451 0.68175 1.25208
C 1.61280 3.13620 2.11660
C 1.57200 -1.42480 -1.43151
C -1.92482 -2.61733 -0.02544
C -1.76033 0.65168 -0.90048
O 0.18909 -1.59390 -1.54522
Si -0.98081 -1.11654 -0.54826
H 1.99688 3.37201 3.07027
H 2.43676 3.29032 1.37127
H 0.86321 3.92768 1.84994
H 2.04679 -1.21790 -2.49827
H 2.17205 -2.26095 -0.91076
H 1.73848 -0.56662 -0.79149
H -2.96565 -2.48603 0.57287
H -2.14737 -3.16079 -1.01686
H -1.17091 -3.27872 0.45036
H -1.08360 1.44237 -1.23464
H -2.62860 0.46819 -1.63284
H -2.21050 0.98286 0.12517
*
```

strongest force on any atom: 4.6 eV Å⁻¹
HOMO level: -7.859 eV
energy above the lowest of the compared OMol25 structures with the same formula, charge and spin: 132.6 kcal per mole
orbital gap: 7.31 eV
LUMO: -0.6 eV

Results of the natural (NBO) charge analysis, in e, for atoms 1 through 8: -0.251 -0.443 -0.680 -0.268 -1.250 -1.145 -0.936 2.078

=====

Record 6
Here is C31H32N5O3Ti as an isolated structure from the OMol25 dataset. Energies are from ωB97M-V/def2-TZVPD.

The geometry in ORCA input format:
```
! wB97M-V def2-TZVPD RIJCOSX def2/J DEFGRID3
* xyz 1 1
Ti 0.10346 0.08665 -0.40590
C -0.21389 0.62999 -6.12714
O -0.03377 0.31973 -4.74762
C 0.00737 -0.98896 -4.40719
C 0.01293 -2.04195 -5.30428
C 0.05276 -3.36528 -4.85292
C 0.06343 -3.63548 -3.50809
C 0.06278 -2.57992 -2.58478
C -0.12412 -2.87525 -1.17831
N -0.22215 -1.95804 -0.29216
N -0.58853 -2.32569 1.00149
C -1.12047 -1.28440 1.55811
O -1.24511 -0.14265 0.87675
C -1.61794 -1.34407 2.94207
C -2.21927 -0.21960 3.49857
C -2.66700 -0.25340 4.81105
C -2.50935 -1.40820 5.56626
C -1.90901 -2.53240 5.00832
C -1.46335 -2.50409 3.69791
C 0.07765 -1.25710 -3.03199
O 0.11404 -0.23359 -2.16296
H 0.66248 0.33870 -6.70873
H -1.10233 0.14128 -6.52862
H -0.34353 1.70570 -6.18086
H -0.01342 -1.84923 -6.36639
H 0.05710 -4.17245 -5.57287
H 0.05294 -4.65627 -3.14596
H -0.27553 -3.90513 -0.86225
H -2.32503 0.67720 2.90152
H -3.13887 0.61826 5.24551
H -2.85864 -1.43457 6.59132
H -1.79276 -3.43226 5.59859
H -0.99183 -3.36864 3.24888
C 3.25893 0.52136 -0.71816
N 2.31751 -0.53447 -0.24298
C 2.83538 -1.81559 -0.75369
C 2.15726 -0.50471 1.20156
C 2.58741 -1.50336 2.06620
C 2.32123 -1.40702 3.41860
C 1.62051 -0.31034 3.91023
C 1.17734 0.68399 3.06087
C 1.43935 0.60549 1.68999
N 0.93045 1.45120 0.69563
C 0.19859 2.61528 0.98262
C 0.52913 3.56824 1.94106
C -0.28748 4.67649 2.11618
C -1.42086 4.85527 1.33254
C -1.72318 3.93356 0.34025
C -0.91111 2.82896 0.17647
N -1.05776 1.87882 -0.92946
C -2.46991 1.51619 -1.20255
C -0.47736 2.53502 -2.14277
H 4.26427 0.30202 -0.35525
H 2.94731 1.49530 -0.36523
H 3.26099 0.51272 -1.80729
H 3.87604 -1.94678 -0.45111
H 2.78678 -1.80260 -1.83997
H 2.25695 -2.65013 -0.37427
H 3.13579 -2.35810 1.69475
H 2.65620 -2.18909 4.08669
H 1.39720 -0.24026 4.96775
H 0.60315 1.51169 3.45123
H 1.42212 3.44190 2.53969
H -0.03325 5.41012 2.87089
H -2.05557 5.71924 1.47694
H -2.58630 4.08691 -0.29632
H -2.98436 2.33495 -1.70575
H -2.97154 1.28219 -0.27045
H -2.49270 0.64649 -1.85594
H -1.01520 3.46274 -2.33623
H -0.55324 1.86744 -2.99465
H 0.56887 2.76997 -1.95537
*
```

strongest force on any atom: 1.9 eV Å⁻¹
HOMO level: -10.389 eV
energy above the lowest of the compared OMol25 structures with the same formula, charge and spin: 0.0 kcal per mole
orbital gap: 7.10 eV
LUMO: -3.3 eV

Results of the Löwdin charge analysis, in e, for atoms 1 through 8: 1.135 -0.049 -0.079 -0.206 0.013 -0.055 -0.030 -0.139

=====

Record 7
Here is C26H46AsBrN5O3SSi2Ti as an isolated structure from the OMol25 dataset. Energies are from ωB97M-V/def2-TZVPD.

The geometry in ORCA input format:
```
! wB97M-V def2-TZVPD RIJCOSX def2/J DEFGRID3
* xyz 0 2
Ti 0.15478 -0.87835 0.35345
C 2.86725 -3.01091 -1.27286
Si 3.07926 -1.14347 -1.09516
C 4.95371 -0.90462 -1.05687
C 2.64860 -0.30048 -2.73200
N 2.07357 -0.64166 0.23498
C 2.49624 -0.10089 1.46350
C 3.83257 0.04415 1.82969
C 4.20896 0.57637 3.05486
C 3.23497 0.97462 3.94763
C 1.89649 0.83603 3.60523
C 1.49122 0.30516 2.38106
N 0.13280 0.14873 1.99494
Si -1.07165 0.36308 3.24600
C -2.89113 0.07505 2.86424
C -0.73029 -0.86853 4.63280
C -1.17048 2.17706 3.80568
H 3.41655 -3.41018 -2.13023
H 1.81578 -3.26185 -1.37384
H 3.21972 -3.51808 -0.37158
H 5.34088 -1.20827 -2.03285
H 5.44969 -1.51489 -0.29841
H 5.23604 0.13930 -0.89907
H 3.17905 -0.80459 -3.54729
H 2.97728 0.74064 -2.71082
H 1.58103 -0.30234 -2.94103
H 4.60092 -0.27296 1.14378
H 5.25935 0.66800 3.30179
H 3.50028 1.38833 4.91239
H 1.15694 1.14777 4.32706
H -3.13089 -0.96480 2.64147
H -3.28001 0.71530 2.07188
H -3.42002 0.34207 3.78494
H -0.58995 -1.85661 4.18416
H -1.57247 -0.92865 5.32571
H 0.17007 -0.64480 5.20619
H -1.63065 2.77270 3.00916
H -0.21770 2.64181 4.06275
H -1.82635 2.25082 4.67756
Br -2.85213 1.08373 -0.82430
C -3.04913 -0.66474 -0.09850
C -4.30129 -1.19543 -0.08861
C -4.47166 -2.50902 0.44179
C -3.36089 -3.18584 0.85651
C -2.10019 -2.58077 0.78673
N -1.92076 -1.25539 0.34717
C -0.89236 -3.29287 1.15455
O -0.88755 -4.45948 1.51919
O 0.22922 -2.58528 0.96985
H -5.13632 -0.62188 -0.45965
H -5.45954 -2.94537 0.49985
H -3.40388 -4.19612 1.24109
C 0.32683 -2.67621 -4.08000
As -0.59263 -2.72663 -2.38419
C -2.46425 -2.55691 -2.82018
C -0.41202 -4.55437 -1.76902
O -0.11194 -1.35347 -1.56450
H 0.03579 -3.52244 -4.69925
H 1.39714 -2.69852 -3.88583
H 0.07051 -1.74006 -4.57180
H -2.68122 -3.17692 -3.68925
H -2.67610 -1.51266 -3.04159
H -3.06657 -2.88069 -1.97288
H -1.18048 -5.09432 -2.32299
H -0.57740 -4.67027 -0.69988
H 0.57245 -4.93472 -2.02911
C -0.94408 2.86222 -4.04644
C 0.19408 3.51326 -3.27246
N -0.20400 3.91858 -1.92894
C -0.10500 3.11372 -0.85124
S 0.71486 1.63934 -0.86232
N -0.67371 3.53184 0.29148
C -1.24540 4.84382 0.54585
C -0.19115 5.93619 0.71289
H -0.59195 2.54148 -5.02803
H -1.77708 3.55470 -4.18777
H -1.30668 1.98794 -3.50213
H 0.56371 4.39886 -3.79111
H 1.01392 2.80885 -3.16171
H -0.87319 4.67077 -1.87637
H -0.48447 2.92965 1.07870
H -1.84271 4.75962 1.45240
H -1.94008 5.10119 -0.25903
H 0.44552 5.71872 1.57041
H -0.67093 6.90298 0.87180
H 0.44234 6.00288 -0.17206
*
```

strongest force on any atom: 1.5 eV Å⁻¹
HOMO level (spin up / spin down): -5.483 / -6.771 eV
orbital gap (spin up / spin down): 5.77 / 7.01 eV
LUMO (spin up / spin down): 0.3 / 0.2 eV

Results of the Löwdin charge analysis, in e, for atoms 1 through 8: 0.921 -0.158 0.432 -0.190 -0.210 -0.222 -0.295 -0.037

=====

Record 8
Here is one molecule with the formula C5H11NO from the OMol25 dataset. Energies are from ωB97M-V/def2-TZVPD.

The geometry in ORCA input format:
```
! wB97M-V def2-TZVPD RIJCOSX def2/J DEFGRID3
* xyz 0 1
C -2.22924 0.43646 -0.32627
C -1.31880 -0.71266 0.09031
N 0.08174 -0.36619 0.32362
C 0.41448 0.72832 1.23343
C 0.89708 -0.35580 -0.80354
O 0.46049 -0.32379 -1.93791
C 2.37965 -0.51585 -0.52221
H -3.19223 0.04198 -0.66712
H -1.77071 0.98565 -1.15268
H -2.42955 1.12745 0.50008
H -1.30024 -1.46062 -0.70632
H -1.70838 -1.21091 0.98784
H -0.49962 1.15482 1.64995
H 1.07973 0.42834 2.04929
H 0.91132 1.53075 0.67067
H 2.71008 -1.30852 -1.19791
H 2.57265 -0.82215 0.50892
H 2.96255 0.37894 -0.75637
*
```

strongest force on any atom: 0.4 eV Å⁻¹
HOMO level: -9.102 eV
energy above the lowest of the compared OMol25 structures with the same formula, charge and spin: 18.3 kcal per mole
structure (SMILES): CCN(C)C(C)=O
orbital gap: 10.06 eV
LUMO: 1.0 eV

Results of the natural (NBO) charge analysis, in e, for atoms 1 through 8: -0.633 -0.212 -0.479 -0.417 0.704 -0.599 -0.721 0.217

=====

- Which value of strongest force on any atom does entry 4 give?
  5.6 eV Å⁻¹